Entry 1:
Computed, not measured: the molecule C6H5N3S in a non-equilibrium geometry, with ωB97M-V with the def2-TZVPD basis set.

```
15
Properties=species:S:1:pos:R:3:forces:R:3:lowdin_charge:R:1
C -0.24795 -1.97995 0.14130 0.23 -1.79 1.46 -0.11
C 1.98988 -1.65745 0.05692 0.28 2.24 -2.00 -0.20
C -0.49639 -0.64669 0.17962 -0.10 1.44 -0.01 -0.35
C 0.59873 0.21368 -0.11808 1.55 -3.06 0.84 -0.33
C 0.55732 1.61461 -0.15021 0.19 0.00 -1.18 -0.14
C 0.85677 2.68449 -0.59684 -0.35 1.34 1.08 0.19
N 1.03517 -2.49942 0.18911 -3.01 -0.58 -0.03 0.07
N 1.83451 -0.31454 -0.26442 -0.11 -0.90 1.11 0.15
N -2.23626 1.11042 -0.93074 1.68 1.06 3.37 -0.41
S -2.08908 0.29020 0.47372 2.22 2.21 -2.82 0.92
H -1.05783 -2.73452 0.28380 0.69 0.72 -0.26 0.12
H 2.96752 -2.12826 -0.00739 0.27 0.73 0.28 0.11
H -1.20671 1.40315 0.84628 -1.36 -1.71 0.63 0.03
H 0.98665 3.73642 -0.60283 0.18 0.24 -0.56 0.05
H -2.77635 0.80701 -1.65186 -2.37 -1.92 -1.89 -0.10
```
Positions in Å, forces in eV/Å.

## Properties
E_LUMO = -0.57 eV
Net charge = 0
HOMO level = -8.451 eV
E_tot = -793.8766 Ha
Orbital gap = 7.876 eV

=====

Entry 2:
Computed, not measured: a cluster of 2 separate species, C6H14O2 in total in a non-equilibrium geometry, with ωB97M-V with the def2-TZVPD basis set.

```
22
Properties=species:S:1:pos:R:3:forces:R:3:lowdin_charge:R:1
C -1.16519 -0.26273 1.39648 0.17 0.05 -0.18 -0.41
C 0.82719 0.63235 -0.73658 0.36 0.11 0.56 -0.20
C 0.16524 -0.81553 0.95078 -0.20 -0.10 0.67 -0.19
C -1.04672 0.98399 2.28087 -0.01 -0.11 -0.14 -0.05
C 0.08513 -1.60955 -1.77245 -0.07 -0.14 1.16 -0.07
C 1.97017 1.15504 -1.52336 0.01 0.05 0.12 -0.05
O 1.09698 0.02645 0.38806 -0.38 -0.16 -1.08 -0.05
O -1.97065 0.01850 0.23713 -0.06 0.05 0.14 -0.06
H -2.80756 0.39051 0.53580 0.03 -0.01 -0.01 0.09
H -1.63678 -1.06733 1.97875 0.08 0.05 -0.07 0.14
H -0.18162 0.97627 -0.91867 -0.12 -0.25 0.02 0.12
H -0.07079 -1.43513 -0.50865 0.16 0.24 -1.22 0.06
H 0.65623 -1.41013 1.71389 0.06 0.15 0.10 0.11
H -0.46876 0.76013 3.17788 -0.03 -0.01 0.00 0.08
H -0.54665 1.78671 1.73850 0.00 0.03 -0.01 0.08
H -2.03374 1.34015 2.58776 0.01 0.00 -0.01 0.08
H 1.77260 1.01418 -2.58977 -0.02 -0.03 0.05 0.08
H -0.46730 -2.55141 -1.79414 0.03 -0.05 -0.14 0.02
H -0.32196 -0.96956 -2.54843 -0.08 0.20 0.13 0.02
H 1.13454 -1.81773 -1.97245 0.06 -0.03 -0.07 0.02
H 2.88503 0.62688 -1.25692 -0.01 0.01 -0.01 0.09
H 2.12463 2.22796 -1.36448 0.00 -0.04 -0.01 0.08
```
Positions in Å, forces in eV/Å.

## Properties
E_LUMO (spin up / spin down) = 0.79 / 0.77 eV
Net charge = 0
HOMO level (spin up / spin down) = -6.958 / -6.951 eV
E_tot = -387.3248 Ha
Orbital gap (spin up / spin down) = 7.743 / 7.723 eV

=====

Entry 3:
Computed, not measured: a structure of composition C21H24N2O8P2 in a non-equilibrium geometry, with ωB97M-V with the def2-TZVPD basis set.

```
57
Properties=species:S:1:pos:R:3:forces:R:3:lowdin_charge:R:1
C 9.28286 -3.54836 0.14282 0.18 -0.15 0.08 -0.11
O 8.92781 -2.26926 0.61760 -0.15 0.05 -0.47 -0.19
C 7.56533 -2.11013 0.97172 0.07 0.09 0.52 -0.23
C 7.16465 -0.65569 0.74474 0.22 0.06 -0.11 -0.17
C 6.44708 -0.39111 -0.57670 -0.20 -0.02 0.16 -0.20
C 5.08310 -1.07833 -0.70912 -0.12 0.18 -0.47 -0.18
C 3.99574 -0.23715 -0.05866 0.27 0.11 0.24 -0.18
O 2.92320 -1.04248 0.52318 0.11 0.16 -0.11 -0.15
P 1.87658 -1.69369 -0.42362 0.31 -0.32 -0.35 0.34
O 2.03112 -1.52049 -1.85914 0.05 0.12 -0.08 -0.20
O 0.40550 -1.15244 0.10553 -0.12 -0.12 0.16 -0.14
O 0.06934 0.04207 -0.65112 0.00 -0.10 0.27 0.02
C -0.83473 -0.28374 -1.52648 0.16 0.30 -0.39 -0.33
N -1.61228 -0.39493 -2.36918 -0.04 -0.20 0.17 0.22
O 1.79498 -3.18376 0.11507 -0.74 0.55 0.06 -0.34
P 0.52004 -4.19493 -0.23578 0.10 -1.15 0.26 0.66
N 0.79543 -5.64684 0.20216 -0.32 0.24 -0.18 -0.26
H 10.09670 -3.43276 -0.57337 0.00 0.06 0.03 0.09
H 8.45095 -4.04649 -0.36325 -0.04 0.05 -0.01 0.08
H 9.63708 -4.19802 0.95039 -0.10 0.00 0.05 0.09
H 7.43392 -2.35838 2.03265 0.02 -0.11 -0.03 0.12
H 6.93631 -2.80318 0.40466 0.03 0.01 -0.10 0.10
H 6.58836 -0.27951 1.59354 -0.16 -0.09 -0.05 0.11
H 8.09468 -0.08302 0.74359 0.00 0.02 0.10 0.12
H 6.27816 0.68738 -0.66523 0.12 0.01 -0.14 0.11
H 7.08634 -0.67555 -1.41336 0.05 -0.06 0.04 0.12
H 5.07227 -2.09116 -0.30389 0.08 0.05 0.18 0.11
H 4.84269 -1.17468 -1.76913 -0.06 -0.13 0.02 0.11
H 3.56697 0.46856 -0.76845 -0.07 -0.04 -0.02 0.13
H 4.39659 0.33499 0.77654 -0.11 -0.12 0.12 0.12
H -0.59967 -3.57529 0.33397 0.09 0.29 -0.10 0.02
H 0.40655 -4.03073 -1.61685 0.16 0.30 0.00 0.03
H 0.16601 -5.97105 0.92618 0.27 -0.08 0.13 -0.03
C -2.31184 2.85028 -0.06504 -0.02 0.01 -0.01 -0.05
C -2.62112 4.12262 0.40418 0.00 -0.02 -0.01 -0.05
C -3.93597 4.46519 0.66752 0.10 0.04 0.01 0.00
C -4.94915 3.53818 0.45651 -0.04 -0.06 -0.02 -0.08
C -4.63936 2.26570 -0.02693 -0.05 0.05 0.01 -0.08
C -3.31693 1.92320 -0.28206 0.08 0.04 0.03 0.00
C -5.70954 1.26085 -0.29040 0.03 -0.09 -0.01 -0.28
O -5.43972 0.14978 -0.69240 -0.01 0.01 0.02 0.11
C -7.12250 1.66839 -0.04191 0.03 0.06 0.01 -0.08
C -8.14269 0.76864 -0.32420 -0.10 -0.04 -0.01 0.00
C -9.46028 1.12246 -0.08986 0.01 0.02 0.01 -0.06
C -9.76517 2.37447 0.43383 0.02 -0.02 -0.01 -0.06
C -8.75295 3.27594 0.71460 -0.11 -0.01 0.00 0.00
C -7.42936 2.92943 0.47262 0.06 -0.03 -0.02 -0.08
C -6.35712 3.92441 0.76112 -0.01 0.08 0.03 -0.28
O -6.62063 5.01296 1.22587 0.00 -0.01 -0.01 0.11
H -1.28102 2.58685 -0.26612 0.00 0.01 0.00 0.10
H -1.83351 4.84742 0.56364 0.00 0.00 0.01 0.11
H -4.18937 5.44956 1.03639 -0.06 -0.02 0.01 0.12
H -3.09151 0.93508 -0.65654 -0.10 -0.02 -0.03 0.09
H -7.89292 -0.20297 -0.72784 0.07 0.01 0.01 0.12
H -10.25401 0.42200 -0.31426 0.00 0.00 0.00 0.11
H -10.79574 2.64652 0.62071 0.00 0.00 0.00 0.11
H -8.97726 4.25317 1.11954 0.06 0.02 -0.01 0.12
```
Positions in Å, forces in eV/Å.

## Properties
E_LUMO = -0.93 eV
Net charge = 0
HOMO level = -9.826 eV
E_tot = -2208.7290 Ha
Orbital gap = 8.892 eV